1.
15
Properties=species:S:1:pos:R:3 method="wB97M-V/def2-TZVPD" lumo_ha=-0.16364 homo_ev=-12.97 total_charge=+1 largest_force_ev_per_a=5.0 e_above_lowest_ev=2.344
C -0.78071 -0.65517 0.68187
C -0.35273 -1.66281 -0.42517
C 0.69162 0.99602 -0.53629
N 0.21984 0.47969 0.80722
O 0.00756 2.09630 -0.91570
S 0.05657 -0.72565 -1.94118
S 2.42981 1.29852 -0.60340
H -1.81868 -0.22848 0.68697
H -0.91328 -1.25270 1.64213
H 0.60186 -2.20874 -0.16587
H -1.20390 -2.22491 -0.71718
H -0.33499 1.26670 1.22406
H 1.17744 0.12721 1.15295
H -0.20807 2.29145 -1.84420
H 2.74021 2.02203 -1.67439


2.
127
Properties=species:S:1:pos:R:3 method="wB97M-V/def2-TZVPD" lumo_ha="-0.03926 / -0.25352" homo_ev="-9.12 / -9.12" total_charge=0 largest_force_ev_per_a=8.1 spin_multiplicity=2 e_above_lowest_ev=0.000
C -1.30338 -0.22098 -1.81549
F -1.07701 -0.74952 -3.06600
F -1.32340 1.07103 -1.99405
F -2.47234 -0.55151 -1.33522
S 0.09263 -0.75506 -0.57665
O -0.26901 -2.11006 -0.20941
O 1.36367 -0.62605 -1.22620
N 0.03070 0.46418 0.71711
S -0.42757 -0.34447 1.93165
O -1.80113 -0.79225 1.79785
O 0.50257 -1.31797 2.45424
C -0.55821 1.05440 3.26807
F 0.52186 1.84477 3.32884
F -1.60343 1.83991 3.08090
F -0.70153 0.38104 4.48276
C 2.20905 1.53486 -4.01794
O 1.53589 2.46874 -3.55320
N 2.81785 1.54949 -5.19399
N 2.60158 0.43891 -3.49453
H 3.44685 0.82591 -5.51162
H 2.69500 2.35457 -5.79136
H 2.24528 0.18082 -2.58539
H 2.88876 -0.30050 -4.11976
C 1.88514 0.84771 7.46120
O 2.72395 0.55030 8.24546
N 1.40872 2.07473 7.29568
N 1.50395 0.11553 6.50619
H 0.62391 2.42027 6.76203
H 1.93645 2.70972 7.87739
H 0.59682 0.26903 6.08946
H 1.71964 -0.87061 6.53941
C -1.36998 5.21128 3.90803
O -1.16625 6.06679 4.80403
N -0.40262 4.72834 3.17477
N -2.52952 4.87545 3.43597
H 0.49431 5.16994 3.31830
H -0.49811 4.25783 2.28617
H -2.73258 4.06356 2.87055
H -3.32406 5.09400 4.01996
C -2.84812 2.01026 6.53518
O -3.52421 1.19018 6.10187
N -1.77219 1.65654 7.22936
N -2.91859 3.37657 6.36291
H -1.56036 0.66982 7.26941
H -1.19911 2.32932 7.71828
H -2.47830 3.95781 7.06177
H -3.60175 3.77866 5.73703
C -0.19478 -3.75828 -3.58972
C -1.40720 -4.56266 -3.21586
O -2.58723 -4.06260 -3.82055
O 0.06541 -3.84947 -5.02688
H 0.62047 -4.24342 -3.05297
H -0.29679 -2.76064 -3.16264
H -1.48700 -4.75912 -2.14669
H -1.14408 -5.57676 -3.51663
H -3.28585 -4.70503 -3.67621
H -0.66636 -3.47854 -5.52541
C -1.30879 1.89310 -5.42016
C -1.81093 3.13306 -4.67561
O -0.64408 3.81572 -4.34811
O -0.98698 2.03929 -6.75420
H -2.12610 1.17249 -5.44890
H -0.57587 1.34032 -4.83248
H -2.23464 2.75220 -3.74635
H -2.47396 3.75374 -5.27829
H -0.02415 3.19076 -3.96508
H -0.38121 2.77506 -6.86945
C -3.53221 -4.06922 -0.03693
C -2.54232 -4.16196 1.08135
O -3.06998 -4.88645 2.16509
O -4.87527 -4.32294 0.37504
H -3.35122 -4.90634 -0.71115
H -3.42969 -3.22685 -0.72103
H -2.36934 -3.16100 1.47663
H -1.54925 -4.47413 0.75812
H -4.01778 -4.85128 2.01669
H -4.86899 -5.24304 0.64883
C 1.16077 3.48654 0.29649
C -0.23582 3.62689 -0.23239
O -1.13198 2.87032 0.61588
O 1.77192 2.29334 -0.02563
H 1.09925 3.66751 1.36960
H 1.85090 4.22217 -0.11665
H -0.44730 3.31760 -1.25597
H -0.54869 4.67093 -0.21825
H -0.64170 2.05681 0.75523
H 1.29038 1.59441 0.42292
C -4.84760 1.47183 1.79899
C -4.32784 1.56655 0.33566
O -3.72609 2.82549 0.03368
O -6.02415 2.10958 1.88682
H -4.21416 1.99350 2.51643
H -5.05926 0.44846 2.10886
H -5.25593 1.42297 -0.21763
H -3.54815 0.81408 0.21740
H -2.81024 2.85769 0.31963
H -5.88333 3.04681 1.73399
C 3.76532 -2.95454 -4.31427
C 4.36606 -2.84050 -2.83837
O 3.48112 -2.37012 -1.90082
O 4.08616 -1.80213 -5.03417
H 2.69604 -3.16263 -4.35220
H 4.32696 -3.77249 -4.76551
H 5.23712 -2.18774 -2.78106
H 4.61133 -3.84560 -2.49524
H 3.01306 -1.60048 -2.23275
H 4.50761 -2.08456 -5.84915
C 5.03112 1.60182 -0.36675
C 4.94054 2.31616 -1.78983
O 5.24314 1.49053 -2.81578
O 4.06337 0.56329 -0.25722
H 4.91310 2.37453 0.39291
H 6.00859 1.28179 -0.00587
H 5.70632 3.09053 -1.74465
H 3.95537 2.71717 -2.02801
H 4.48775 0.90064 -2.87070
H 3.21953 1.01411 -0.33653
C 1.61798 -5.00425 0.01978
C 1.27561 -6.34447 0.69135
O 2.33794 -7.27011 0.90251
O 2.36815 -5.18642 -1.22232
H 2.25226 -4.39409 0.66281
H 0.72847 -4.41060 -0.19101
H 0.54427 -6.75016 -0.00767
H 0.94073 -6.16777 1.71347
H 3.15738 -6.80285 0.72422
H 2.82100 -4.36185 -1.41367


3.
21
Properties=species:S:1:pos:R:3 method="wB97M-V/def2-TZVPD" lumo_ha=-0.17226 homo_ev=-14.85 total_charge=+1 largest_force_ev_per_a=5.3 e_above_lowest_ev=3.683
C 0.09782 -1.23299 -1.15416
C -0.24255 -0.25502 -2.27224
C -0.13636 -0.68770 0.21393
C -2.03997 1.49588 0.35266
C 1.83694 -0.56253 2.13401
N -1.03675 0.68545 -1.66359
N -1.29388 0.59887 -0.50015
O 0.52828 1.66862 1.07019
O 2.08402 0.35181 -0.37187
S 1.22127 0.46108 0.73765
H -0.32914 -2.19977 -1.33031
H 1.08454 -1.59368 -1.11553
H 0.72685 0.25937 -2.58859
H -0.89967 -0.76834 -3.02660
H -0.63940 -1.24875 0.90852
H -3.09500 1.63009 -0.13524
H -1.47077 2.44411 0.30773
H -2.16228 1.08073 1.30271
H 2.62132 -1.30153 1.80349
H 2.25433 0.20690 2.82722
H 0.89040 -1.03261 2.50018


4.
102
Properties=species:S:1:pos:R:3 method="wB97M-V/def2-TZVPD" lumo_ha=0.02320 homo_ev=-8.64 smiles=COC[C@H](C)N.COC[C@H](C)N.COC[C@H](C)N.COCCNCCOC.CCO.CCO.CCO total_charge=0 largest_force_ev_per_a=1.7 e_above_lowest_ev=1.045
C 6.11513 -0.68774 -3.39079
O 4.79676 -0.30457 -3.72795
C 4.08175 -1.29768 -4.39931
C 2.68694 -0.79905 -4.67657
C 1.89824 -0.44423 -3.42867
N 1.91741 -1.75206 -5.52847
H 6.78494 -0.51044 -4.24039
H 6.13327 -1.75224 -3.14542
H 6.47198 -0.06233 -2.57776
H 4.58876 -1.61689 -5.32765
H 4.06707 -2.27277 -3.87938
H 2.79386 0.09874 -5.30035
H 0.88410 -0.12223 -3.66163
H 2.38781 0.37773 -2.90133
H 1.88237 -1.27179 -2.71530
H 1.02875 -1.28271 -5.70760
H 2.31894 -1.69568 -6.46683
C 3.01651 -1.50123 3.03490
O 1.71467 -2.06935 3.02472
C 1.77782 -3.46564 2.87836
C 0.35116 -4.00337 2.70261
C -0.52974 -3.63354 3.90250
N 0.43277 -5.45863 2.56640
H 3.59659 -1.77754 3.92152
H 2.82672 -0.44150 2.87829
H 3.60525 -1.89095 2.19777
H 2.32198 -3.73066 1.96678
H 2.21975 -4.01702 3.71706
H -0.06037 -3.52104 1.81238
H -0.08964 -4.00315 4.83522
H -1.55969 -3.98872 3.85546
H -0.55720 -2.54897 4.06513
H -0.46409 -5.86518 2.78607
H 1.14116 -5.84539 3.17491
C -2.94930 -0.56556 3.01265
O -2.78247 0.65303 2.31864
C -3.46824 1.71155 2.93946
C -3.04969 3.05238 2.36330
C -1.69506 3.51918 2.93291
N -4.06421 4.04024 2.64770
H -3.99811 -0.81783 3.18839
H -2.37904 -0.57308 3.94427
H -2.54280 -1.35371 2.37634
H -4.55311 1.57788 2.81097
H -3.33907 1.70566 4.03098
H -2.87904 2.88046 1.28939
H -1.75785 3.57791 4.01812
H -1.43192 4.51814 2.57576
H -0.93339 2.85372 2.52727
H -3.77742 4.95935 2.33676
H -4.96255 3.85996 2.21574
C -6.24208 4.88184 -2.20973
O -5.65545 3.77337 -2.84057
C -4.34227 3.52947 -2.38175
C -3.58264 2.78506 -3.50090
N -3.81322 1.33884 -3.53878
C -3.13175 0.67479 -2.42540
C -3.22219 -0.82583 -2.42554
O -4.43225 -1.19663 -1.77760
C -4.61949 -2.59108 -1.62813
H -6.61491 4.69140 -1.19604
H -7.08814 5.22505 -2.80314
H -5.54980 5.72404 -2.10437
H -4.32812 3.00913 -1.41842
H -3.78500 4.46110 -2.20333
H -2.51560 3.00102 -3.44777
H -3.95366 3.21736 -4.43118
H -4.80476 1.18188 -3.36764
H -3.43199 1.05030 -1.44037
H -2.06151 0.89931 -2.49978
H -2.35231 -1.36540 -2.04098
H -3.27734 -1.22734 -3.45168
H -5.57237 -2.69897 -1.11510
H -3.80615 -3.03184 -1.04357
H -4.67815 -3.04102 -2.62616
C 3.85856 2.48217 1.95447
C 3.15791 2.41407 3.28314
O 4.04270 2.08064 4.33709
H 3.99490 1.56701 1.37707
H 4.82750 2.98311 2.03529
H 3.33538 3.17858 1.29173
H 2.22690 1.84058 3.23601
H 2.84434 3.45462 3.45592
H 3.58416 2.07067 5.17956
C 4.74518 -0.98480 -0.14449
C 3.94529 -2.18483 -0.57880
O 4.58056 -3.34365 -0.00217
H 4.77352 -0.84122 0.93275
H 4.29820 -0.05957 -0.52862
H 5.76516 -0.91202 -0.52018
H 3.95848 -2.33210 -1.66134
H 2.92749 -2.14809 -0.17282
H 4.24141 -4.14590 -0.40674
C 1.04445 0.40644 0.39161
C -0.03322 -0.57720 0.78031
O -1.22337 -0.33459 0.01772
H 1.90499 0.28221 1.05450
H 0.74995 1.44896 0.52497
H 1.35283 0.23894 -0.63965
H -0.27627 -0.59994 1.84575
H 0.21513 -1.61431 0.51710
H -1.99951 -0.27704 0.58444


5.
82
Properties=species:S:1:pos:R:3 method="wB97M-V/def2-TZVPD" lumo_ha="-0.21740 / -0.28200" homo_ev="-12.76 / -13.91" total_charge=+2 largest_force_ev_per_a=0.5 spin_multiplicity=3 e_above_lowest_ev=1.390
Pd 0.46340 1.30510 -0.01540
O 0.30536 -1.67263 -0.93038
S -0.44354 -1.96048 0.35118
C -1.64553 -0.61639 0.36855
C -2.55460 -0.53426 1.41099
C -3.60355 0.36378 1.33020
C -3.76106 1.14974 0.19689
C -2.86290 1.05697 -0.85054
C -1.77549 0.17196 -0.78566
P -0.62017 0.00787 -2.18018
C -1.24314 -1.03803 -3.49410
C -2.10033 -0.43962 -4.42664
C -2.62984 -1.19699 -5.45621
C -2.29834 -2.54223 -5.56735
C -1.43833 -3.13002 -4.64971
C -0.90597 -2.38494 -3.61015
C -0.25286 1.63184 -2.84807
C 0.53699 1.63239 -4.00988
C 1.01819 2.82009 -4.52802
C 0.74092 4.02600 -3.88969
C -0.02938 4.03898 -2.73578
C -0.52390 2.85671 -2.20963
C 0.59333 -1.64327 1.78065
C 0.16130 -2.40698 2.85799
C 0.80445 -2.32910 4.08527
C 1.90736 -1.50787 4.21240
C 2.36484 -0.77214 3.12437
C 1.73541 -0.82318 1.88286
P 2.37717 0.22923 0.53060
C 3.81779 1.13493 1.11575
C 4.97282 0.42991 1.46941
C 6.10701 1.11939 1.85781
C 6.10421 2.51039 1.87021
C 4.97230 3.21208 1.48788
C 3.82804 2.52534 1.10826
C 3.00584 -0.84874 -0.76829
C 3.30437 -2.19053 -0.55430
C 3.80599 -2.95670 -1.59512
C 4.00354 -2.38804 -2.84650
C 3.70714 -1.04773 -3.05958
C 3.20865 -0.27501 -2.02265
H -2.44390 -1.17245 2.27964
H -4.31344 0.43734 2.14292
H -4.60033 1.82792 0.12122
H -3.01814 1.64858 -1.74358
H -2.35131 0.61138 -4.34939
H -3.29777 -0.73765 -6.17218
H -2.70818 -3.13185 -6.37641
H -1.17538 -4.17475 -4.74599
H -0.22718 -2.84027 -2.90245
H 0.76336 0.69537 -4.50560
H 1.61187 2.80973 -5.43225
H 1.12023 4.95351 -4.29674
H -0.26945 4.97788 -2.25410
H -1.15906 2.90334 -1.33291
H -0.67329 -3.08801 2.72961
H 0.45526 -2.92743 4.91579
H 2.43773 -1.44424 5.15309
H 3.23663 -0.14437 3.24837
H 4.98397 -0.65327 1.43248
H 6.99962 0.57601 2.13774
H 6.99643 3.04632 2.16565
H 4.98010 4.29379 1.48117
H 2.95113 3.07052 0.78907
H 3.14432 -2.64006 0.41902
H 4.04675 -3.99840 -1.42872
H 4.39680 -2.98899 -3.65563
H 3.87540 -0.60355 -4.03222
H 2.98518 0.77497 -2.18520
Se 0.13614 2.98251 1.94232
N -1.24870 2.14903 2.72623
C -0.81064 1.69871 3.87259
C -1.61568 1.00358 4.83302
C -1.04914 0.62852 5.99940
C 0.33435 0.90515 6.30480
C 1.14718 1.53678 5.43236
C 0.60597 1.95257 4.17098
N 1.29658 2.57158 3.25084
H -2.66015 0.83198 4.61028
H -1.64234 0.12278 6.75016
H 0.71110 0.60184 7.27302
H 2.18073 1.76666 5.65429


6.
54
Properties=species:S:1:pos:R:3 method="wB97M-V/def2-TZVPD" lumo_ha=-0.31088 homo_ev=-13.99 total_charge=+2 largest_force_ev_per_a=4.4 e_above_lowest_ev=1.367
Tl 1.21353 0.04434 0.19675
O 3.22873 -4.43021 4.14728
C 2.76057 -3.58648 3.24832
C 2.99176 -3.70343 1.86629
C 2.45013 -2.75949 1.03629
N 1.69804 -1.73967 1.47808
C 1.49184 -1.63098 2.79560
Br 0.44797 -0.16288 3.36771
C 1.98611 -2.51286 3.71872
H 3.73578 -5.15279 3.75286
H 3.57080 -4.52005 1.45805
H 2.59819 -2.81828 -0.03523
H 1.78706 -2.40199 4.77394
O 0.79731 -2.96758 -5.38595
C 0.83922 -2.40189 -4.19593
C 0.01151 -2.76539 -3.12322
C 0.14558 -2.09946 -1.93283
N 1.03876 -1.10869 -1.75486
C 1.83251 -0.77376 -2.78505
Br 3.07610 0.60616 -2.44315
C 1.78316 -1.37556 -4.00995
H 0.12716 -3.66242 -5.44442
H -0.72266 -3.55373 -3.21899
H -0.46218 -2.34025 -1.07053
H 2.43453 -1.08105 -4.81913
O -2.99544 -2.08007 0.99422
C -2.29329 -1.13631 0.60265
O -1.02930 -1.20334 0.58167
C -3.11959 0.01869 0.14302
C -2.45818 0.98138 -0.61248
C -3.12151 2.12696 -1.00355
C -4.45530 2.35110 -0.71360
C -5.08716 1.36072 0.02014
C -4.45738 0.21289 0.45374
N -6.52149 1.55522 0.37285
O -7.04936 2.55002 -0.06945
O -7.02554 0.70658 1.07253
N -2.34918 3.15486 -1.72167
O -2.95078 4.07280 -2.21663
O -1.13538 2.99522 -1.75490
H -1.42908 0.83864 -0.90688
H -4.98184 3.24148 -1.02483
H -5.01651 -0.50569 1.03777
I 4.46800 0.63353 1.34525
C 3.14454 2.24854 1.25693
C 3.54944 3.49745 1.69240
C 2.67176 4.56645 1.55839
C 1.42227 4.35836 0.98694
C 1.08030 3.08349 0.58587
N 1.92907 2.05054 0.72227
H 4.53434 3.63290 2.11479
H 2.96811 5.55329 1.88724
H 0.72189 5.16922 0.85050
H 0.12511 2.86346 0.12416


7.
15
Properties=species:S:1:pos:R:3 method="wB97M-V/def2-TZVPD" lumo_ha="-0.03387 / -0.03386" homo_ev="-8.66 / -8.66" total_charge=0 largest_force_ev_per_a=3.5 e_above_lowest_ev=2.486
C 0.54268 1.05136 0.33059
C 1.79425 0.75648 -0.36152
C -0.36854 -0.15211 0.11979
C -1.05827 -0.65413 1.29702
C -0.85994 -0.41939 -1.22720
O 0.33527 1.97388 1.06556
S 1.98431 -0.93974 0.29811
H 1.68304 0.90021 -1.46255
H 2.60374 1.31130 0.14844
H -0.70064 -0.12331 2.29571
H -0.87654 -1.68422 1.25778
H -2.12577 -0.52493 1.30680
H -0.28255 -1.17659 -1.86969
H -0.75800 0.45281 -1.79335
H -1.91302 -0.77163 -1.40549


8.
21
Properties=species:S:1:pos:R:3 method="wB97M-V/def2-TZVPD" lumo_ha=0.09535 homo_ev=-1.14 total_charge=-1 largest_force_ev_per_a=2.6 e_above_lowest_ev=0.009
C -0.46408 -0.77226 -1.90950
C -0.68592 -1.11764 -3.26291
C 0.11997 -2.24616 -3.59142
C 0.86259 -2.63602 -2.43991
C 0.55097 -1.75803 -1.37224
Sr -0.19695 0.20960 1.53522
P -0.70147 2.88905 0.36625
H -0.92054 0.05689 -1.35302
H -1.36506 -0.60479 -3.94245
H 0.16255 -2.73063 -4.56525
H 0.96536 -1.76609 -0.35439
H 1.55610 -3.47392 -2.38318
H -1.78848 3.70528 0.84357
H -1.02575 3.00652 -1.03393
H 0.29211 3.93106 0.37794
C 0.22015 -0.07479 4.55817
O -0.83421 -0.36599 3.60794
H -0.11925 0.68593 5.27040
H 1.08912 0.31267 4.00055
H 0.50982 -0.99103 5.08376
H -1.62283 -0.76977 4.01879


9.
9
Properties=species:S:1:pos:R:3 method="wB97M-V/def2-TZVPD" lumo_ha=-0.00270 homo_ev=-9.74 smiles=Sn1nncc1Cl total_charge=0 largest_force_ev_per_a=3.9 e_above_lowest_ev=1.440
S -1.50074 0.84230 1.71559
N -0.47430 0.00745 0.47423
N -0.15008 -1.32775 0.50386
N 0.83454 -1.45216 -0.33581
C 1.07705 -0.33207 -1.06439
C 0.32885 0.70868 -0.51524
Cl -0.28320 2.17698 -1.24781
H -1.64052 -0.25775 2.26260
H 1.80840 -0.36568 -1.79302


10.
20
Properties=species:S:1:pos:R:3 method="wB97M-V/def2-TZVPD" lumo_ha=0.04445 homo_ev=-8.62 smiles=CCN.CNC total_charge=0 largest_force_ev_per_a=1.2 e_above_lowest_ev=1.055
C 0.30554 0.74288 -4.35171
C 0.42238 1.69188 -5.54774
N 1.32815 1.07876 -6.53356
H -0.64925 0.22700 -4.26593
H 1.12058 0.01392 -4.30359
H 0.44670 1.17374 -3.35802
H -0.57800 1.90870 -5.93060
H 0.78903 2.70890 -5.33837
H 1.74204 1.79273 -7.12932
H 2.13017 0.66544 -6.06295
C -1.39299 -1.87817 6.20152
N -0.28115 -1.52806 5.35041
C -0.35530 -0.16922 4.79963
H -2.32240 -1.37653 5.91065
H -1.48024 -2.96262 6.30036
H -1.21530 -1.63658 7.25962
H -0.18975 -2.17639 4.58851
H -0.58964 0.59419 5.53245
H -1.04626 -0.21926 3.95375
H 0.62763 0.14047 4.43627


11.
20
Properties=species:S:1:pos:R:3 method="wB97M-V/def2-TZVPD" lumo_ha=0.02118 homo_ev=-8.05 smiles=Oc1ccc2c(O)cccc2c1 total_charge=0 largest_force_ev_per_a=6.1 e_above_lowest_ev=3.181
O 2.24745 -2.19586 -1.80031
C 1.59138 -1.27904 -1.02970
C 1.79122 0.02863 -1.38009
C 1.08810 0.96378 -0.73616
C 0.16486 0.53337 0.23268
C -0.78396 1.60029 0.76452
O -0.50333 2.94823 0.77605
C -1.91323 1.22723 1.37644
C -2.46268 -0.27132 1.31420
C -1.56192 -1.16448 0.87137
C -0.20144 -0.82592 0.39345
C 0.66849 -1.73904 -0.10376
H 3.15081 -1.78221 -2.03740
H 2.68523 0.32118 -1.95700
H 1.15134 1.95549 -1.11548
H 0.32058 3.03839 -0.04259
H -2.35274 2.03467 1.98796
H -3.50865 -0.36986 1.70422
H -1.99236 -2.17239 0.56488
H 0.42084 -2.85112 0.21673